1.
Here is 2 unconnected molecules or ions with the total composition C5H11NO at a distorted geometry from the OMol25 dataset. Energies are from ωB97M-V/def2-TZVPD.

Structure (ORCA input):
```
! wB97M-V def2-TZVPD RIJCOSX def2/J DEFGRID3
* xyz 0 1
H 0.66 1.66 1.47
C 1.13 -0.85 0.09
C 0.69 -1.98 -0.80
H 1.48 1.73 -0.20
C -0.51 0.65 -0.12
H -1.54 -0.97 0.90
H -0.56 0.34 -1.16
H -1.47 0.54 1.81
C -1.57 0.12 0.81
H 1.01 -1.01 1.15
C 0.58 1.60 0.39
O -0.61 2.78 -1.34
H -2.56 0.38 0.43
H -0.34 -2.29 -0.59
H 0.76 -1.71 -1.85
N -0.57 2.31 -0.18
H 1.32 -2.86 -0.65
H 2.11 -0.46 -0.15
*
```

Values from the calculation:
LUMO (alpha / beta) in hartree: 0.00646 / -0.00318
Electronic energy in Eh: -326.8696
Relative energy (zero: lowest compared OMol25 entry of this formula, charge and spin) in kcal per mole: 164.2

***

2.
Here is 2 unconnected molecules or ions with the total composition C5H11NO at a distorted geometry from the OMol25 dataset. Energies are from ωB97M-V/def2-TZVPD.

Structure (ORCA input):
```
! wB97M-V def2-TZVPD RIJCOSX def2/J DEFGRID3
* xyz 0 1
C -0.39 -0.65 1.55
C -0.88 -1.90 1.52
H 2.15 0.72 1.41
C 0.29 0.10 0.48
H 0.02 -1.31 -1.05
H 1.64 0.97 -1.61
C 0.38 -0.31 -0.79
C 1.25 1.17 0.97
H -0.99 -2.37 0.55
H -0.59 -0.06 2.44
H 1.55 1.88 0.21
H -1.79 1.25 -1.29
H 0.79 1.73 1.80
H 1.08 0.00 -2.77
O -2.31 0.85 -1.99
N 0.84 0.43 -1.89
H -2.01 -0.08 -2.01
H -1.03 -2.41 2.46
*
```

Values from the calculation:
LUMO in hartree: 0.02881
SMILES string: C=C/C(C)=C/N.O
Electronic energy in Eh: -327.0414
Relative energy (zero: lowest compared OMol25 entry of this formula, charge and spin) in kcal per mole: 56.4

***

3.
Here is 3 unconnected molecules or ions with the total composition C5H11NO at a distorted geometry from the OMol25 dataset. Energies are from ωB97M-V/def2-TZVPD.

Structure (ORCA input):
```
! wB97M-V def2-TZVPD RIJCOSX def2/J DEFGRID3
* xyz 0 1
C -0.05 -0.81 -0.66
H 0.50 -0.83 0.31
C -0.52 1.72 0.68
H 1.23 0.61 1.43
H -0.24 0.88 2.55
N 0.17 -1.98 -1.39
H -1.08 -0.53 -0.50
C 0.22 0.97 1.57
O 2.17 -2.92 -0.20
H -0.67 -2.48 -1.63
H 0.93 -2.53 -0.82
H 2.52 -3.80 -0.35
C -1.67 2.57 0.82
C -0.95 1.82 -0.61
H -2.42 2.12 1.47
H 0.52 0.07 -1.06
H -1.43 3.62 0.79
H -0.56 2.53 -1.33
*
```

Values from the calculation:
LUMO in hartree: -0.13363
Electronic energy in Eh: -326.7183
Relative energy (zero: lowest compared OMol25 entry of this formula, charge and spin) in kcal per mole: 259.2

***

4.
Here is a single C5H11NO molecule at a distorted geometry from the OMol25 dataset. Energies are from ωB97M-V/def2-TZVPD.

Structure (ORCA input):
```
! wB97M-V def2-TZVPD RIJCOSX def2/J DEFGRID3
* xyz 0 1
H 1.48 -0.14 2.77
N 1.37 -0.09 -1.05
H 0.12 1.52 -0.58
H -0.86 0.59 1.44
H 2.15 0.40 -0.69
C -0.02 -0.01 1.08
H 2.01 0.74 1.22
H 1.29 -0.02 -2.05
C -1.04 0.04 -1.27
O -1.85 0.79 -1.73
H 0.94 1.46 2.26
H 0.41 -1.95 0.33
H 0.16 -1.93 2.08
C -0.20 -1.52 1.14
C 0.14 0.44 -0.39
H -1.21 -1.86 0.96
C 1.21 0.46 1.90
H -1.31 -1.04 -1.25
*
```

Values from the calculation:
LUMO in hartree: 0.03136
SMILES string: CC(C)[C@@H](N)C=O
Electronic energy in Eh: -327.0687
Relative energy (zero: lowest compared OMol25 entry of this formula, charge and spin) in kcal per mole: 39.3

***

5.
Here is a single C5H11NO molecule at a distorted geometry from the OMol25 dataset. Energies are from ωB97M-V/def2-TZVPD.

Structure (ORCA input):
```
! wB97M-V def2-TZVPD RIJCOSX def2/J DEFGRID3
* xyz 0 1
H -0.19 -1.13 1.76
O -1.35 1.01 -1.33
H -2.50 -1.07 -1.26
H 0.41 2.57 0.99
C 0.89 1.17 -0.59
C 0.22 -1.41 0.78
C 1.24 1.93 0.68
H 0.52 -2.43 0.57
H -1.62 -2.56 -0.90
H 1.70 0.43 -0.72
H 1.57 1.37 1.56
C -0.43 0.47 -0.76
H -2.28 -1.68 0.42
H 2.06 2.62 0.44
H 1.13 -0.82 0.70
N -0.53 -0.85 -0.36
H 0.96 1.91 -1.38
C -1.79 -1.54 -0.58
*
```

Values from the calculation:
LUMO in hartree: 0.03110
SMILES string: CCC(=O)N(C)C
Electronic energy in Eh: -327.0948
Relative energy (zero: lowest compared OMol25 entry of this formula, charge and spin) in kcal per mole: 22.9

***

6.
Here is a single C5H11NO molecule at a distorted geometry from the OMol25 dataset. Energies are from ωB97M-V/def2-TZVPD.

Structure (ORCA input):
```
! wB97M-V def2-TZVPD RIJCOSX def2/J DEFGRID3
* xyz 0 1
N -1.25 -0.41 0.38
O 0.88 1.98 0.89
H -1.68 1.29 -1.18
H 0.21 -1.65 -0.59
H -0.44 2.74 -0.35
H 0.59 -0.78 2.27
H -1.44 -0.33 -1.60
C 0.86 -1.23 1.31
H 1.51 -2.09 1.55
C -1.17 0.40 -0.82
H 0.36 1.31 -2.28
C 0.26 1.92 -0.11
H -0.86 -2.40 0.72
H 1.25 0.24 -1.23
H -0.81 0.18 1.09
C 0.42 0.94 -1.28
H 1.59 -0.55 0.85
C -0.28 -1.56 0.39
*
```

Values from the calculation:
LUMO in hartree: 0.03821
SMILES string: CCNCCC=O
Electronic energy in Eh: -327.0149
Relative energy (zero: lowest compared OMol25 entry of this formula, charge and spin) in kcal per mole: 73.1